Molecular formula: C5H14N2O
Method: DFT, wB97M-V/def2-TZVPD

Its SMILES is CC(C)CC(N)(N)O. For the HOMO-LUMO gap, the calculation gives 10.36 eV. Its HOMO energy is -9.5 eV.

Geometry as XYZ:
```
22
Properties=species:S:1:pos:R:3:forces:R:3
C -1.3110 -0.0614 2.1334 0.0 -0.1 0.0
C -0.8345 -0.5494 0.7599 0.9 0.1 0.4
C -1.8829 -0.1981 -0.2877 0.1 0.0 -0.2
C 0.6770 -0.0437 0.5485 -2.2 -0.7 0.4
C 1.1140 0.2895 -0.8672 2.5 -0.1 0.9
N 0.9605 -0.7213 -1.8351 -0.4 -1.6 -1.2
N 2.5987 0.4591 -0.8308 -0.4 0.9 0.1
O 0.5993 1.4918 -1.3179 -0.4 1.2 0.0
H -1.3893 1.0320 2.1518 0.0 -0.1 0.0
H -0.6176 -0.3654 2.9239 0.0 0.1 -0.1
H -2.2964 -0.4715 2.3805 0.1 0.0 0.0
H -0.7811 -1.6456 0.8000 0.0 0.2 -0.1
H -2.0148 0.8829 -0.3855 0.0 0.0 0.0
H -2.8576 -0.6153 -0.0055 0.2 0.1 0.0
H -1.6466 -0.6252 -1.2646 0.0 0.1 0.0
H 1.2996 -0.8478 0.9627 0.0 0.3 -0.2
H 0.8164 0.8438 1.1772 0.1 0.0 -0.2
H 1.8250 -0.6976 -2.3748 -0.2 -0.2 0.0
H 0.2544 -0.4409 -2.5060 -0.2 -0.3 0.1
H 3.0202 -0.3495 -0.3830 -0.1 0.1 0.0
H 2.8014 1.2745 -0.2590 0.2 -0.1 0.0
H -0.3348 1.3590 -1.5209 0.1 0.1 0.1
```
Forces are in eV/Å.


Molecular formula: C10H23AsCl3N4RhS2Si
Method: DFT, wB97M-V/def2-TZVPD

Its charge is +2. For the HOMO-LUMO gap, the calculation gives 7.48 eV. Its HOMO energy is -14.7 eV.

Geometry as XYZ:
```
45
Properties=species:S:1:pos:R:3:forces:R:3
Rh -0.7059 -0.1793 -0.4453 -0.3 0.0 0.4
Cl -1.0600 -1.9263 2.7593 -0.1 0.0 0.0
Si -0.8104 -0.1664 1.7903 0.2 -0.1 -0.2
Cl 0.8100 0.7261 2.7050 -0.1 0.0 0.0
Cl -2.4487 1.0206 2.0115 -0.1 0.1 0.0
C 3.1117 -2.0062 1.9790 0.1 0.0 0.0
As 2.8319 -1.4742 0.1550 0.1 0.1 0.0
C 3.8566 -2.6589 -0.9504 0.0 0.0 0.0
C 3.4548 0.3169 -0.1273 0.0 0.0 0.1
S 0.7786 -1.8815 -0.4607 -0.1 0.1 -0.1
H 4.0865 -1.6410 2.3020 0.0 0.0 0.0
H 3.0915 -3.0932 2.0275 0.0 0.0 0.0
H 2.3336 -1.5961 2.6133 0.0 0.0 0.0
H 4.8965 -2.6318 -0.6269 0.0 0.0 0.0
H 3.7774 -2.3381 -1.9865 0.0 0.0 0.0
H 3.4670 -3.6694 -0.8461 0.0 0.0 0.0
H 4.5179 0.3292 0.1152 0.0 0.0 0.0
H 2.9114 0.9975 0.5214 0.0 0.0 0.0
H 3.3051 0.5928 -1.1677 0.0 0.0 0.0
C -4.0338 -4.6603 -0.3554 0.0 0.0 0.0
N -3.5204 -3.3054 -0.5712 0.0 0.1 0.0
C -4.1998 -2.2625 -1.1539 0.0 0.0 0.0
C -3.3536 -1.2018 -1.1547 -0.1 -0.1 0.0
N -2.1663 -1.5967 -0.5706 0.1 0.1 -0.1
C -2.3036 -2.8695 -0.2345 0.0 -0.1 0.0
H -5.0561 -4.7019 -0.7176 0.0 0.0 0.0
H -4.0221 -4.8965 0.7056 0.0 0.0 0.0
H -3.4310 -5.3774 -0.9067 0.0 0.0 0.0
H -5.2082 -2.3669 -1.5141 0.0 0.0 0.0
H -3.5133 -0.2036 -1.5286 0.0 0.0 0.0
H -1.5556 -3.4817 0.2405 0.0 0.0 0.0
C -0.3878 4.7406 1.6416 0.0 0.0 0.0
N -0.1213 3.4596 0.9981 0.0 -0.1 0.0
C 0.0983 3.2963 -0.2976 -0.2 0.1 0.1
S 0.4076 1.7542 -1.0499 0.4 0.1 -0.2
N 0.1139 4.3609 -1.0857 0.0 0.0 0.0
C 0.3382 4.3668 -2.5317 0.0 0.0 0.0
H -0.5028 4.5671 2.7068 0.0 0.0 0.0
H -1.3108 5.1839 1.2643 0.0 0.0 0.0
H 0.4436 5.4339 1.5009 0.0 0.0 0.0
H -0.0740 2.6403 1.5789 0.0 0.0 0.0
H -0.0048 5.2597 -0.6457 0.0 0.0 0.0
H -0.2218 3.5653 -3.0054 0.0 0.0 0.0
H 1.3966 4.2575 -2.7629 0.0 0.0 0.0
H -0.0166 5.3173 -2.9192 0.0 0.0 0.0
```
Forces are in eV/Å.


Molecular formula: C3H7NO2
Method: DFT, wB97M-V/def2-TZVPD

For the HOMO-LUMO gap (spin up / spin down), the calculation gives 7.87 / 7.87 eV. Its HOMO energy (spin up / spin down) is -8.2 / -8.2 eV.

Geometry as XYZ:
```
13
Properties=species:S:1:pos:R:3:forces:R:3
C -1.1693 -1.0975 0.2414 -0.8 -0.5 -1.0
C 0.0493 1.4415 -0.4391 -0.1 -0.2 0.1
C 0.2047 -0.0585 -0.6063 2.3 0.5 0.5
O -0.5484 -0.6405 -1.5242 -0.5 -0.6 1.5
O 1.7727 -0.0210 1.0109 0.0 0.1 0.0
N 1.2062 -0.7431 -0.0607 -1.0 0.4 -0.6
H 2.4053 -0.6536 1.3713 -0.1 0.1 -0.1
H -0.9023 -2.1414 0.1522 0.0 0.1 0.0
H -2.1623 -0.8239 -0.0861 -0.1 -0.1 0.0
H -0.9308 -0.6935 1.2263 0.4 0.3 -0.3
H 0.7112 1.9194 -1.1639 0.0 0.0 0.0
H 0.3362 1.7815 0.5527 0.0 0.0 0.0
H -0.9724 1.7307 -0.6746 0.0 0.0 0.0
```
Forces are in eV/Å.


Molecular formula: C4H7NO2S
Method: DFT, wB97M-V/def2-TZVPD

For the HOMO-LUMO gap, the calculation gives 9.35 eV. Its HOMO energy is -9.2 eV.

Geometry as XYZ:
```
15
Properties=species:S:1:pos:R:3:forces:R:3
C -0.8026 -0.1720 0.8910 -0.5 2.8 -2.1
C -0.1526 1.2271 0.7343 -2.3 0.6 0.1
C 1.7715 0.8438 -0.2925 3.1 -1.2 1.6
C 0.1959 -1.2293 0.5450 0.0 -5.5 1.5
H -1.3806 -1.1892 -1.4712 -1.9 2.8 2.5
H -1.3410 -0.2700 1.8778 1.1 -0.3 -0.9
H -0.9930 1.9885 0.5475 1.5 -0.8 1.2
H 0.4651 1.3226 1.6984 -0.1 0.9 -2.0
H 2.8239 1.4771 -0.0093 -3.7 -0.6 -0.9
H 0.8894 -1.4446 1.4090 -1.1 0.4 -0.3
H -0.4816 -2.1520 0.4729 1.2 0.8 -0.1
N 2.1396 -0.3857 0.0404 -1.1 2.3 -3.9
O 0.4592 1.3015 -0.6438 3.8 -1.0 3.0
O 1.1670 -1.3350 -0.5618 -1.5 2.4 2.8
S -2.1276 -0.0489 -0.4018 1.4 -3.6 -2.4
```
Forces are in eV/Å.


Molecular formula: C15H12ClNO4S
Method: DFT, wB97M-V/def2-TZVPD

Its SMILES is O=C(CNC(=O)c1cccs1)OCC(=O)c1ccccc1Cl. For the HOMO-LUMO gap, the calculation gives 9.16 eV. Its HOMO energy is -9.2 eV.

Geometry as XYZ:
```
34
Properties=species:S:1:pos:R:3:forces:R:3
O -0.0419 0.2890 0.0059 -0.1 0.0 0.0
C -0.6675 -0.0018 -0.9784 0.2 0.2 -0.1
C -0.2030 0.2445 -2.3992 -0.1 0.0 0.0
N 0.9993 1.0313 -2.4187 0.0 -0.3 0.2
C 1.0353 2.2343 -3.0509 -0.2 -0.2 -0.1
O 0.1248 2.6324 -3.7543 -0.1 0.1 0.0
C 2.2725 3.0055 -2.8746 0.6 0.4 0.2
C 2.5393 4.2134 -3.4607 -0.3 -0.4 0.1
C 3.8037 4.7265 -3.1172 0.2 0.0 0.1
C 4.4858 3.9059 -2.2742 -0.1 -0.3 0.1
S 3.6002 2.4915 -1.8817 -0.1 0.5 -0.4
O -1.8697 -0.5879 -0.9602 -0.3 -0.1 -0.2
C -2.3106 -1.0244 0.3136 0.3 0.1 0.0
C -1.3919 -2.1475 0.8163 -0.3 0.3 -0.3
O -0.6056 -2.6670 0.0678 -0.2 0.0 0.0
C -1.5446 -2.5010 2.2470 0.3 -0.4 0.4
C -2.7803 -2.3848 2.8880 0.2 0.0 -0.1
C -2.9325 -2.7345 4.2145 -0.1 0.0 0.1
C -1.8423 -3.1947 4.9381 -0.1 0.0 -0.1
C -0.6073 -3.3081 4.3300 0.1 0.0 -0.1
C -0.4552 -2.9746 2.9902 -0.4 0.1 0.1
Cl 1.1056 -3.1138 2.2894 0.4 -0.1 0.1
H -0.0448 -0.7318 -2.8737 -0.1 0.1 0.1
H -0.9698 0.7854 -2.9629 0.1 -0.2 0.1
H 1.6857 0.8112 -1.7115 -0.1 0.1 -0.1
H 1.8371 4.6983 -4.1139 -0.2 0.0 -0.1
H 4.1901 5.6621 -3.4793 0.1 0.1 0.0
H 5.4629 4.0446 -1.8549 0.2 0.1 0.1
H -2.3079 -0.1951 1.0291 -0.1 -0.1 -0.1
H -3.3252 -1.3959 0.1604 0.1 0.1 0.1
H -3.6371 -2.0397 2.3312 -0.1 0.1 -0.1
H -3.8993 -2.6478 4.6857 -0.1 0.0 0.0
H -1.9553 -3.4651 5.9767 0.0 0.0 0.1
H 0.2492 -3.6604 4.8824 0.1 0.0 0.0
```
Forces are in eV/Å.


Molecular formula: C6H6N4S
Method: DFT, wB97M-V/def2-TZVPD

Its SMILES is C1=CS[C@H](c2cn[nH]n2)N=C1. For the HOMO-LUMO gap, the calculation gives 8.52 eV. Its HOMO energy is -8.7 eV.

Geometry as XYZ:
```
17
Properties=species:S:1:pos:R:3:forces:R:3
C 2.0807 0.4197 1.2109 -1.7 0.2 1.2
C 1.1751 1.2554 1.7705 0.0 1.2 1.2
S -0.0476 2.0753 0.8061 0.2 -0.5 0.2
C -0.1061 0.9232 -0.7399 0.7 -0.4 3.7
C -1.0969 -0.1531 -0.5305 -0.1 -1.3 -0.1
C -0.9643 -1.4984 -0.0608 -4.1 2.8 -3.2
N -2.0629 -2.1448 -0.4620 0.3 -0.5 0.5
N -2.7996 -1.2331 -1.0615 -0.7 -0.9 -0.1
N -2.2845 -0.0497 -1.1168 0.6 1.1 -0.7
N 1.1942 0.4923 -1.0798 1.9 -1.4 1.0
C 2.0848 0.1287 -0.1822 -0.1 2.1 -3.1
H 2.8002 0.0376 1.8753 1.1 -0.6 0.4
H 1.2844 1.6252 2.9029 -0.4 -0.9 -2.8
H -0.4479 1.5457 -1.4780 -1.0 1.6 -1.7
H -0.2496 -1.9559 0.4396 3.2 -2.0 2.1
H -3.6365 -1.4657 -1.6169 0.7 0.1 0.8
H 3.0766 -0.0024 -0.6769 -0.7 -0.7 0.7
```
Forces are in eV/Å.